Density functional theory data (ωB97M-V/def2-TZVPD) for 2 unconnected molecules or ions with the total composition CH4O3S at a distorted geometry.

For the total energy, the calculation gives -18077.6961 eV. As for the HOMO energy: -10.0 eV. Its spin multiplicity is 1. The value obtained for the energy above the lowest of the compared OMol25 structures with the same formula, charge and spin is 49.61 kcal per mole. The calculation puts the gap between HOMO and LUMO at 10.494 eV. The calculation puts the LUMO energy at 0.4906 eV. The molar mass is 96.107 g/mol.

Positions of all 9 atoms, in Å:
C -0.9734 -0.0005 -0.5440
O -1.6663 -0.8224 0.2325
O -0.6433 1.1305 -0.2240
O 0.8539 -0.9499 -0.2178
S 1.9105 0.0824 -0.0768
H -0.9994 -0.3483 -1.5831
H -1.6442 -0.5207 1.1558
H 1.0777 1.2228 -0.0471
H 2.0846 0.2061 1.3044

Here are the Mulliken charges for atoms 1 to 8, given in e:
1. C 0.327
2. O -0.403
3. O -0.664
4. O -0.510
5. S 0.137
6. H 0.347
7. H 0.334
8. H 0.262